This record from the Open Molecules 2025 dataset describes 2 unconnected molecules or ions with the total composition CF2O3S. The level of theory is ωB97M-V/def2-TZVPD.

Structure (XYZ):
```
7
Properties=species:S:1:pos:R:3:forces:R:3:nbo_charge:R:1
C 0.885 1.692 0.493 0.3 -0.6 -0.6 0.79
O 1.882 2.228 0.224 -0.3 0.0 0.2 -0.46
O 0.160 -1.412 -1.665 -0.1 0.4 0.6 -0.79
O -2.091 -1.215 -0.616 0.4 0.3 0.4 -0.78
F -0.024 1.951 1.393 -0.1 0.3 0.4 -0.29
F -0.149 -2.157 0.698 -0.7 1.5 -1.5 -0.49
S -0.661 -1.087 -0.527 0.6 -1.9 0.5 2.02
```
Forces are in eV/Å.

Relative energy (zero: lowest compared OMol25 entry of this formula, charge and spin) = 98.1 kcal per mole
Kohn-Sham gap (alpha / beta) = 6.79 / 9.81 eV
HOMO energy (alpha / beta) = -10.65 / -11.78 eV
LUMO (alpha / beta) = -3.86 / -1.97 eV